ORCA calculation (ωB97M-V/def2-TZVPD) on C35H38O11P2S4Ti as an isolated structure.

The geometry in ORCA input format:
```
! RIJCOSX wB97M-V def2-TZVPD def2/J DEFGRID3
* xyz -2 3
Ti -0.352 0.410 0.775
O -1.956 3.688 2.061
S -1.530 2.314 2.250
O -1.713 1.822 3.593
O -0.061 2.132 1.818
O -2.153 1.397 1.207
O 0.631 -2.764 2.925
S -0.665 -2.141 2.990
O -1.205 -1.916 4.305
O -0.731 -0.868 2.195
C -1.830 -3.276 2.232
C -2.048 -4.414 3.010
C -2.994 -5.361 2.668
C -3.769 -5.166 1.528
C -3.558 -4.050 0.746
C -2.582 -3.100 1.071
S -1.090 -2.143 -0.911
O -0.065 -2.819 -0.130
O -2.433 -2.057 0.224
O -0.866 -0.664 -0.961
H -1.463 -4.533 3.913
H -3.136 -6.234 3.292
H -4.530 -5.886 1.250
H -4.136 -3.872 -0.153
C 0.549 -2.314 -6.019
C 1.144 -1.826 -4.731
C 1.378 -0.467 -4.489
C 1.880 -0.004 -3.293
C 2.197 -0.929 -2.240
C 1.920 -2.310 -2.470
C 1.431 -2.734 -3.674
S 2.629 -0.453 -0.674
C 3.745 0.943 -0.976
O 1.530 0.378 0.075
H 0.509 -1.513 -6.760
H -0.475 -2.689 -5.889
H 1.129 -3.137 -6.454
H 1.146 0.256 -5.268
H 2.020 1.058 -3.153
H 2.074 -3.015 -1.662
H 1.230 -3.792 -3.814
H 3.208 1.723 -1.510
H 4.594 0.592 -1.560
H 4.061 1.320 -0.004
C 2.675 2.047 3.484
P 2.312 0.249 3.286
C 4.045 -0.383 3.210
C 1.855 -0.147 5.009
C 2.526 -1.072 5.804
C 2.067 -1.379 7.079
C 0.926 -0.767 7.575
C 0.235 0.139 6.780
C 0.686 0.439 5.506
H 3.348 2.252 4.321
H 1.734 2.579 3.613
H 3.120 2.407 2.553
H 4.643 -0.106 4.083
H 4.506 0.036 2.313
H 4.038 -1.467 3.097
H 3.408 -1.575 5.427
H 2.597 -2.110 7.680
H 0.558 -1.018 8.564
H -0.684 0.588 7.135
H 0.090 1.088 4.872
C -1.512 4.093 -0.937
P -1.013 2.399 -1.429
C 0.021 2.856 -2.882
C -0.269 2.617 -4.224
C 0.639 2.952 -5.219
C 1.854 3.539 -4.900
C 2.150 3.798 -3.568
C 1.246 3.455 -2.576
C -2.542 1.730 -2.158
C -3.787 2.195 -1.737
C -4.956 1.595 -2.184
C -4.900 0.516 -3.054
C -3.665 0.028 -3.460
C -2.497 0.619 -3.005
H -2.165 4.544 -1.686
H -0.606 4.693 -0.849
H -1.985 4.065 0.045
H -1.212 2.169 -4.501
H 0.396 2.739 -6.254
H 2.567 3.783 -5.678
H 3.098 4.249 -3.299
H 1.505 3.626 -1.536
H -3.847 3.007 -1.025
H -5.913 1.961 -1.831
H -5.813 0.040 -3.392
H -3.605 -0.838 -4.108
H -1.540 0.189 -3.278
*
```

Its expectation value of S² is 2.02. The LUMO energy (alpha / beta) is 4.24 / 4.22 eV. The value obtained for the HOMO energy (alpha / beta) is 0.349 / -3.067 eV. The total energy comes out at -144473.3372 eV. For the largest force on an atom, the calculation gives 0.480 eV Å⁻¹. The value obtained for the energy above the lowest of the compared OMol25 structures with the same formula, charge and spin is 15.9 kcal per mole.